Formula: C6H2O5Se3TeW
Source: OMol25
Level of theory: ωB97M-V/def2-TZVPD

Properties
E_tot: -8145.52437 hartree
Total charge: -2
Kohn-Sham gap (spin up / spin down): 0.1966 / 0.1987 Ha
Energy above the lowest of the compared OMol25 structures with the same formula, charge and spin: 0.0 kJ/mol
HOMO energy (spin up / spin down): -1.15 / -1.46 eV
Spin multiplicity: 3

Atoms and positions in Å:
W: -0.183 1.486 -0.037
O: -5.890 -0.869 0.103
C: -4.778 -0.408 0.031
C: -4.400 1.069 0.008
O: -5.184 2.001 0.026
C: -2.944 1.099 -0.043
C: -2.405 -0.208 -0.078
O: -1.141 -0.437 -0.110
C: -3.467 -1.207 -0.049
O: -3.382 -2.421 -0.076
O: -2.197 2.143 -0.056
Se: -0.171 1.286 2.456
Se: 0.613 3.879 0.354
Te: 2.757 2.533 -0.223
Se: -0.004 1.436 -2.404
C: 1.894 0.601 0.014
H: 2.315 0.197 0.927
H: 2.130 0.041 -0.885



Formula: C6H30O9
Source: OMol25
Level of theory: ωB97M-V/def2-TZVPD

Properties
E_tot: -923.59877 hartree
Kohn-Sham gap: 0.2188 Ha
Energy above the lowest of the compared OMol25 structures with the same formula, charge and spin: 537.4 kJ/mol
HOMO energy: -6.72 eV

Atoms and positions in Å:
O: 12.802 -11.677 4.341
H: 12.737 -12.637 4.219
H: 13.775 -11.393 4.246
H: 12.228 -11.170 3.747
O: 15.064 -10.102 6.653
H: 15.252 -10.866 7.241
H: 15.721 -9.355 6.829
H: 15.223 -10.395 5.713
C: 16.543 -8.670 9.079
C: 17.125 -7.815 7.961
C: 18.464 -7.254 8.425
O: 17.326 -8.561 6.786
H: 15.546 -9.084 8.890
H: 16.495 -8.150 10.041
H: 17.110 -9.589 9.257
H: 16.414 -6.981 7.824
H: 18.962 -6.657 7.657
H: 19.177 -7.998 8.781
H: 18.412 -6.491 9.214
C: 17.543 -10.465 3.263
C: 16.035 -10.126 3.256
C: 15.459 -9.993 1.853
O: 15.335 -11.067 4.019
H: 17.866 -10.525 4.304
H: 18.123 -9.705 2.742
H: 17.691 -11.478 2.884
H: 15.914 -9.109 3.656
H: 14.466 -9.541 1.789
H: 15.410 -10.915 1.266
H: 16.119 -9.366 1.244
O: 15.072 -12.407 8.169
H: 15.750 -13.035 8.443
H: 14.602 -12.183 8.979
O: 12.864 -9.906 8.556
H: 12.763 -8.953 8.516
H: 13.284 -10.066 9.407
O: 14.602 -7.350 6.149
H: 14.403 -7.229 7.080
H: 15.293 -6.704 5.963
O: 16.564 -13.224 5.526
H: 15.823 -13.815 5.377
H: 16.287 -12.377 5.126
O: 12.651 -8.932 4.944
H: 12.504 -8.501 4.097
H: 13.340 -8.389 5.374



Formula: C6H31N10O10
Source: OMol25
Level of theory: ωB97M-V/def2-TZVPD

Properties
E_tot: -1547.16037 hartree
Kohn-Sham gap (spin up / spin down): 0.3404 / 0.1790 Ha
HOMO energy (spin up / spin down): -9.88 / -9.88 eV
Spin multiplicity: 2

Atoms and positions in Å:
C: -1.113 0.409 0.291
O: -0.199 0.953 -0.670
H: -2.172 0.653 0.214
H: -1.105 -0.680 0.338
H: -0.788 0.732 1.280
C: 0.063 -3.476 -1.348
O: 1.040 -3.606 -2.030
N: -1.174 -3.454 -1.839
N: 0.044 -3.291 -0.053
H: -1.896 -3.316 -1.147
H: -1.486 -3.421 -2.799
H: -0.761 -3.386 0.550
H: 0.962 -3.390 0.355
C: 2.989 -0.060 2.835
O: 3.986 -0.458 3.418
N: 2.286 0.987 3.030
N: 2.730 -0.557 1.644
H: 1.937 1.466 2.212
H: 2.480 1.485 3.887
H: 2.099 -0.177 0.953
H: 3.206 -1.401 1.360
C: 0.202 -1.635 4.395
O: 0.239 -2.829 4.295
N: 0.862 -0.891 5.228
N: -0.678 -0.869 3.692
H: 1.005 0.098 5.373
H: 1.467 -1.475 5.788
H: -0.426 0.105 3.601
H: -1.130 -1.396 2.959
C: 3.840 0.263 -1.452
O: 5.055 0.504 -1.733
N: 3.019 1.182 -1.033
N: 3.228 -0.808 -1.750
H: 3.387 2.122 -1.040
H: 2.030 0.987 -0.966
H: 2.218 -0.810 -1.771
H: 3.873 -1.537 -2.017
C: -3.689 0.712 -3.454
O: -4.590 1.312 -4.007
N: -2.630 0.366 -4.026
N: -3.686 0.493 -2.133
H: -2.682 0.484 -5.028
H: -1.742 0.044 -3.668
H: -4.453 0.913 -1.627
H: -2.965 0.055 -1.578
O: 0.000 -0.381 -3.053
H: 0.009 0.072 -2.210
H: 0.059 -1.309 -2.827
O: 0.827 3.586 -0.053
H: 0.694 2.657 -0.243
H: 1.758 3.656 0.160
O: -1.613 3.340 -1.376
H: -1.155 2.501 -1.322
H: -2.414 3.145 -1.862
O: -4.593 2.812 0.815
H: -3.651 2.846 0.985
H: -4.803 3.675 0.457



Formula: C6H31N2O7
Source: OMol25
Level of theory: ωB97M-V/def2-TZVPD

Properties
E_tot: -882.69394 hartree
Total charge: +2
Kohn-Sham gap (spin up / spin down): 0.3902 / 0.1959 Ha
Energy above the lowest of the compared OMol25 structures with the same formula, charge and spin: 142.3 kJ/mol
HOMO energy (spin up / spin down): -16.53 / -16.53 eV
Spin multiplicity: 2

Atoms and positions in Å:
N: 1.159 0.920 -2.174
C: 1.024 -0.560 -1.786
C: 1.025 -1.369 -3.032
C: -0.252 -0.771 -0.930
N: -0.175 0.276 0.089
C: -0.059 -0.239 1.442
C: -1.377 -0.813 1.975
C: -1.175 -1.049 3.484
H: 1.863 1.376 -1.549
H: 0.314 1.455 -2.005
H: 1.481 1.026 -3.140
H: 1.890 -0.805 -1.188
H: 0.387 -1.131 -3.886
H: 1.950 -1.689 -3.536
H: 0.731 -2.421 -2.877
H: -0.182 -1.697 -0.364
H: -1.166 -0.957 -1.495
H: -0.979 0.935 0.022
H: 0.791 -0.926 1.503
H: 0.485 0.504 2.048
H: -1.442 -1.861 1.696
H: -2.240 -0.227 1.706
H: -0.382 -1.803 3.592
H: -0.749 -0.202 4.019
H: -1.996 -1.578 3.967
H: 3.013 2.248 0.265
H: 3.886 1.057 -0.204
O: 3.335 1.780 -0.533
H: -2.789 -0.748 -2.828
H: -3.193 -1.517 -4.192
O: -2.502 -1.089 -3.678
H: -2.243 -4.031 -0.822
H: -3.024 -3.715 0.452
O: -3.126 -4.065 -0.440
H: 0.246 3.998 -0.033
H: -0.599 3.236 -1.065
O: 0.265 3.250 -0.641
H: -3.105 2.677 0.120
H: -2.575 3.059 -1.306
O: -2.492 2.430 -0.581
H: 2.194 -0.552 4.842
H: 3.234 -1.252 4.021
O: 2.429 -0.720 3.921
H: 2.509 2.833 2.327
H: 1.385 2.140 1.351
O: 2.225 2.582 1.443



Formula: C6H31NO10
Source: OMol25
Level of theory: ωB97M-V/def2-TZVPD

Properties
SMILES: COCCNCCOC.O.O.O.O.O.O.O.O
E_tot: -1054.27672 hartree
Kohn-Sham gap: 0.3283 Ha
Energy above the lowest of the compared OMol25 structures with the same formula, charge and spin: 316.5 kJ/mol
HOMO energy: -8.61 eV

Atoms and positions in Å:
C: -0.376 -0.120 -2.355
O: 0.349 0.377 -1.258
C: 1.634 -0.187 -1.077
C: 2.482 0.872 -0.486
N: 1.982 1.277 0.789
C: 2.009 2.658 1.172
C: 3.268 3.163 1.783
O: 4.251 3.373 0.845
C: 4.487 4.617 0.259
H: -0.379 -1.152 -2.389
H: -0.022 0.236 -3.320
H: -1.374 0.336 -2.224
H: 2.051 -0.495 -2.113
H: 1.542 -1.129 -0.503
H: 2.446 1.696 -1.170
H: 3.516 0.528 -0.448
H: 2.170 0.616 1.526
H: 1.090 2.842 1.796
H: 1.902 3.147 0.230
H: 3.604 2.486 2.547
H: 3.065 4.170 2.324
H: 3.583 5.069 -0.260
H: 5.288 4.447 -0.526
H: 4.788 5.317 1.069
O: -1.285 1.598 1.321
H: -1.067 1.478 2.290
H: -0.501 1.349 0.766
O: -4.982 -2.161 1.223
H: -4.648 -3.022 0.911
H: -4.755 -1.487 0.508
O: -1.709 -5.542 -3.387
H: -1.298 -6.209 -3.893
H: -1.113 -5.404 -2.631
O: -2.128 3.828 -1.493
H: -2.905 3.714 -0.971
H: -1.418 3.613 -0.926
O: -2.757 -4.639 1.862
H: -2.089 -4.093 1.382
H: -3.410 -4.058 2.340
O: -2.978 -3.925 -0.749
H: -3.045 -4.693 -0.153
H: -3.282 -4.085 -1.632
O: -0.051 -2.825 0.775
H: -0.822 -2.263 0.603
H: 0.196 -2.573 1.647
O: -2.129 -1.115 1.190
H: -2.203 -0.177 1.298
H: -2.979 -1.452 1.506



Formula: C6H32NO10
Source: OMol25
Level of theory: ωB97M-V/def2-TZVPD

Properties
E_tot: -1055.04196 hartree
Total charge: -1
Kohn-Sham gap: 0.3358 Ha
Energy above the lowest of the compared OMol25 structures with the same formula, charge and spin: 19.1 kJ/mol
HOMO energy: -6.18 eV

Atoms and positions in Å:
C: -1.207 1.173 0.489
C: -0.616 2.346 -0.334
C: 0.737 2.832 0.222
O: 1.763 1.899 0.057
C: -0.513 -0.150 0.136
N: -1.400 -1.274 0.563
C: -1.115 -1.723 1.953
C: -1.220 -2.429 -0.360
H: -2.284 1.118 0.268
H: -1.124 1.430 1.567
H: -1.354 3.184 -0.355
H: -0.490 2.002 -1.348
H: 0.701 3.012 1.341
H: 1.075 3.743 -0.332
H: -0.377 -0.193 -0.913
H: 0.504 -0.157 0.653
H: -1.953 -2.248 2.281
H: -0.289 -2.358 2.072
H: -0.965 -0.841 2.592
H: -1.899 -3.212 -0.076
H: -1.465 -2.125 -1.395
H: -0.178 -2.838 -0.416
H: -2.773 -0.390 -1.215
H: -2.174 0.009 -2.571
O: -3.026 -0.168 -2.130
H: -3.015 0.000 2.008
H: -2.320 0.707 3.239
O: -3.218 0.483 2.803
H: 2.203 -0.343 2.007
H: 2.007 1.037 1.516
O: 2.092 0.574 2.356
H: 1.264 -1.944 1.163
H: 2.577 -1.705 0.382
O: 2.221 -1.868 1.274
H: 0.107 1.604 4.318
H: 0.636 0.736 3.219
O: -0.183 0.926 3.702
H: 2.394 -0.625 -1.564
H: 2.607 -2.104 -1.858
O: 2.943 -1.458 -1.254
H: 2.182 1.007 -2.638
H: 1.593 1.292 -0.827
O: 1.556 0.538 -2.132
H: 0.245 0.547 -2.776
H: -0.690 1.267 -3.771
O: -0.675 0.452 -3.265
H: 0.083 -1.444 -3.724
H: 1.273 -0.934 -2.961
O: 0.940 -1.704 -3.467



Formula: C6H32NO11
Source: OMol25
Level of theory: ωB97M-V/def2-TZVPD

Properties
E_tot: -1130.23534 hartree
Total charge: -1
Kohn-Sham gap: 0.2081 Ha
Energy above the lowest of the compared OMol25 structures with the same formula, charge and spin: 91.1 kJ/mol
HOMO energy: -2.95 eV

Atoms and positions in Å:
C: 0.626 -2.081 1.860
O: 0.858 -2.135 0.429
C: 0.345 -0.700 2.419
C: 1.481 0.332 2.407
C: 1.902 0.920 1.057
N: 0.108 2.361 -2.011
C: 1.217 2.100 -1.074
C: 0.993 1.343 0.068
H: 1.519 -2.537 2.308
H: -0.214 -2.742 2.029
H: -0.483 -0.269 1.889
H: -0.025 -0.803 3.439
H: 1.147 1.147 3.059
H: 2.336 -0.076 2.950
H: 2.957 1.222 0.984
H: 1.201 -1.276 0.182
H: -0.091 1.548 -2.616
H: 0.308 3.116 -2.614
H: 2.195 2.596 -1.245
H: -0.050 1.072 0.211
H: 3.313 -1.667 -1.785
H: 2.822 -0.376 -2.368
O: 3.023 -1.272 -2.619
H: -0.185 -3.763 -0.069
H: -1.420 -3.393 -0.829
O: -1.050 -4.111 -0.272
H: -3.166 2.261 1.841
H: -3.751 0.864 2.253
O: -3.497 1.781 2.614
H: -0.061 3.891 1.621
H: 0.406 4.061 0.220
O: -0.246 4.432 0.847
H: -2.504 -0.222 -1.196
H: -2.757 1.343 -0.948
O: -3.211 0.459 -0.997
H: -0.641 -1.530 -2.226
H: -0.539 -1.578 -0.643
O: -1.199 -1.530 -1.388
H: 2.680 -2.412 0.082
H: 3.634 -1.311 0.310
O: 3.600 -2.153 -0.134
H: -1.160 2.688 -1.481
H: -1.561 3.526 -0.206
O: -1.965 2.980 -0.931
H: -3.436 -1.420 1.390
H: -3.868 -0.252 0.433
O: -4.095 -0.684 1.295
H: 1.473 -1.519 -3.221
H: 0.482 -2.584 -3.767
O: 0.550 -1.648 -3.555



Formula: C6H32NO8
Source: OMol25
Level of theory: ωB97M-V/def2-TZVPD

Properties
E_tot: -903.73899 hartree
Total charge: +2
Kohn-Sham gap (spin up / spin down): 0.4282 / 0.1571 Ha
Energy above the lowest of the compared OMol25 structures with the same formula, charge and spin: 0.0 kJ/mol
HOMO energy (spin up / spin down): -16.75 / -16.75 eV
Spin multiplicity: 2

Atoms and positions in Å:
C: -1.317 -2.063 -0.986
C: -0.083 -1.903 -0.101
C: -0.238 -0.828 0.995
C: -1.698 -0.764 1.520
C: -2.459 0.429 0.763
C: -3.748 0.639 1.564
N: 1.004 -1.488 -1.100
H: -1.786 -1.089 -1.249
H: -2.177 -2.389 -0.401
H: -1.092 -2.884 -1.660
H: 0.173 -2.942 0.307
H: 0.124 0.102 0.566
H: 0.420 -1.197 1.801
H: -2.177 -1.757 1.472
H: -1.530 -0.519 2.561
H: -2.680 0.365 -0.325
H: -1.761 1.247 0.924
H: -4.462 -0.018 1.066
H: -3.846 0.372 2.608
H: -4.104 1.657 1.374
H: 0.557 -1.259 -2.164
H: 1.653 -2.242 -1.270
H: 1.498 -0.650 -0.731
H: -4.985 -1.713 -0.636
H: -4.621 -2.776 0.201
O: -4.214 -1.929 -0.045
H: 1.603 2.627 2.719
H: 0.691 1.519 2.251
O: 1.616 1.791 2.236
H: 4.014 -1.855 2.953
H: 4.300 -1.555 1.607
O: 3.534 -1.467 2.200
H: 3.441 3.416 -1.161
H: 4.290 2.270 -1.200
O: 3.392 2.508 -1.495
H: 2.675 0.811 -3.820
H: 2.756 0.895 -2.358
O: 2.293 0.379 -3.042
H: -0.361 4.302 0.327
H: 1.131 4.647 0.336
O: 0.509 3.933 0.507
H: 2.359 0.285 1.129
H: 2.519 1.468 0.091
O: 2.451 0.512 0.193
H: 0.094 0.280 -2.923
H: 0.290 -0.595 -4.254
O: -0.045 -0.572 -3.350



Formula: C6H32O19
Source: OMol25
Level of theory: ωB97M-V/def2-TZVPD

Properties
E_tot: -1677.29642 hartree
Total charge: -3
Kohn-Sham gap (spin up / spin down): 0.1000 / 0.1717 Ha
HOMO energy (spin up / spin down): 3.87 / 1.90 eV
Spin multiplicity: 2

Atoms and positions in Å:
C: 0.530 1.242 -0.470
C: -0.655 1.083 -1.126
C: -1.466 -0.175 -0.988
O: -2.709 -0.327 -1.432
C: -1.087 -1.196 -0.176
C: 0.142 -1.114 0.630
C: 1.003 0.238 0.478
O: 2.018 0.391 1.098
O: 0.556 -2.033 1.392
O: -0.959 2.134 -1.797
H: 1.134 2.133 -0.562
H: -1.810 -1.998 -0.171
O: 3.256 2.732 2.208
H: 2.708 3.137 2.880
H: 2.774 1.949 1.944
O: 3.546 2.327 -3.086
H: 3.814 2.187 -3.994
H: 2.796 1.744 -2.965
O: -3.327 2.756 0.196
H: -2.730 3.280 -0.337
H: -3.506 1.981 -0.336
O: -3.165 -2.740 -3.113
H: -3.045 -1.904 -2.662
H: -3.351 -3.365 -2.413
O: -0.245 -4.840 1.227
H: 0.268 -4.077 1.491
H: -1.134 -4.648 1.526
O: 3.586 -0.539 3.313
H: 3.235 -0.008 4.028
H: 2.970 -0.408 2.592
O: -5.741 -1.259 -1.062
H: -6.360 -0.530 -1.058
H: -4.898 -0.860 -0.849
O: 0.421 5.132 -0.785
H: 0.534 4.212 -0.546
H: -0.469 5.346 -0.503
O: 0.138 -0.905 4.182
H: 0.041 -1.121 3.255
H: 0.454 -1.714 4.585
O: 2.755 -3.453 0.710
H: 2.857 -4.333 1.074
H: 1.884 -3.175 0.995
O: 4.284 -0.743 -1.168
H: 4.880 -0.082 -0.816
H: 3.584 -0.805 -0.517
O: 4.446 2.084 -0.503
H: 4.129 2.160 -1.403
H: 3.848 2.628 0.009
O: 0.438 2.818 -4.270
H: 0.828 1.981 -4.522
H: -0.142 2.601 -3.540
O: -3.791 -2.761 1.083
H: -3.986 -3.477 0.479
H: -2.889 -2.514 0.880
O: -3.974 -0.100 1.847
H: -3.553 -0.625 1.165
H: -4.864 -0.448 1.901



Formula: C6H33NO11
Source: OMol25
Level of theory: ωB97M-V/def2-TZVPD

Properties
SMILES: NCCCCCC=O.O.O.O.O.O.O.O.O.O.O
E_tot: -1130.85815 hartree
Kohn-Sham gap: 0.3502 Ha
Energy above the lowest of the compared OMol25 structures with the same formula, charge and spin: 104.3 kJ/mol
HOMO energy: -9.12 eV

Atoms and positions in Å:
N: -0.353 0.627 1.257
C: 0.223 -0.219 2.291
C: 0.667 -1.616 1.847
C: 1.636 -1.580 0.669
C: 2.205 -2.942 0.264
C: 1.163 -3.875 -0.360
C: 0.536 -3.243 -1.559
O: -0.667 -3.213 -1.730
H: 0.321 0.887 0.539
H: -1.155 0.217 0.790
H: 1.063 0.307 2.743
H: -0.514 -0.321 3.090
H: 1.125 -2.170 2.674
H: -0.204 -2.218 1.582
H: 2.474 -0.917 0.895
H: 1.156 -1.107 -0.191
H: 3.016 -2.774 -0.448
H: 2.656 -3.419 1.129
H: 0.413 -4.161 0.367
H: 1.632 -4.819 -0.658
H: 1.208 -2.784 -2.299
O: -2.569 -3.072 0.386
H: -2.599 -2.114 0.519
H: -1.862 -3.270 -0.262
O: 1.690 2.496 -0.250
H: 1.759 1.616 -0.688
H: 0.995 2.947 -0.770
O: -2.952 -0.120 -1.040
H: -3.092 -0.885 -1.664
H: -3.786 0.372 -1.112
O: 1.508 0.138 -1.779
H: 0.604 0.459 -2.081
H: 2.079 0.323 -2.533
O: -1.404 4.210 1.087
H: -1.721 3.362 1.379
H: -0.527 4.301 1.542
O: -0.906 1.197 -2.427
H: -1.574 0.708 -1.900
H: -0.867 2.116 -2.095
O: 1.161 4.128 1.942
H: 1.450 3.659 2.757
H: 1.445 3.579 1.178
O: 2.403 2.373 3.812
H: 3.332 2.621 3.898
H: 2.404 1.713 3.127
O: -3.255 -2.397 -2.519
H: -2.339 -2.712 -2.593
H: -3.599 -2.929 -1.773
O: -0.559 3.690 -1.326
H: -0.670 4.461 -1.892
H: -0.924 3.942 -0.421